1.
100
Properties=species:S:1:pos:R:3 method="wB97M-V/def2-TZVPD" smiles=COC[C@H](C)N.COC[C@H](C)N.COC[C@H](C)N.COC[C@H](C)N.COC[C@H](C)N.CO.CO.O de_lowest_kj_mol=361.11 e_lumo_ev=0.4 multiplicity=1
C 0.6587 -0.8544 -2.7665
O 0.7210 -0.6213 -1.3658
C 0.9230 -1.7925 -0.6127
C 0.9623 -1.4079 0.9265
C -0.3252 -1.1309 1.5858
N 1.9388 -0.4072 1.3292
H 1.4517 -1.5009 -3.1425
H 0.7469 -0.0234 -3.4663
H -0.2866 -1.3363 -3.0162
H 0.0610 -2.4468 -0.7423
H 1.7915 -2.4223 -0.8056
H 1.3578 -2.3157 1.3821
H -0.8848 -0.3064 1.1441
H -0.1603 -0.8548 2.6273
H -0.9287 -2.0104 1.8102
H 2.8651 -0.7223 1.0785
H 1.8682 0.2853 0.5974
C -2.6663 2.3503 1.3945
O -3.1748 3.3426 2.2404
C -3.2348 3.0733 3.6230
C -4.5935 2.3527 3.8451
C -5.8350 3.0364 3.3451
N -4.8131 2.2489 5.2752
H -3.1108 1.3877 1.6471
H -1.5830 2.3246 1.2764
H -3.0749 2.3890 0.3847
H -2.3501 2.5368 3.9659
H -3.2162 4.0757 4.0507
H -4.4549 1.3542 3.4305
H -6.7020 2.3973 3.5124
H -5.7828 3.2021 2.2690
H -5.9181 4.0141 3.8197
H -5.6911 1.7632 5.3904
H -4.9214 3.2115 5.5611
C -2.4892 0.4937 -3.0733
O -3.0661 -0.7117 -3.4489
C -3.4134 -1.5998 -2.3234
C -3.9868 -2.9551 -2.9093
C -5.3762 -2.8407 -3.5765
N -4.2215 -3.8624 -1.7841
H -3.1899 1.0147 -2.4209
H -2.2231 1.1181 -3.9262
H -1.7166 0.4290 -2.3071
H -2.6031 -1.8386 -1.6347
H -4.1371 -1.0497 -1.7220
H -3.3253 -3.4619 -3.6119
H -5.2901 -2.2385 -4.4810
H -6.0670 -2.3637 -2.8814
H -5.7909 -3.8077 -3.8613
H -3.3420 -4.1391 -1.3716
H -4.4357 -4.7638 -2.1861
C 5.5556 -1.8079 2.2829
O 5.0078 -1.0860 1.2141
C 5.3240 -1.6996 -0.0300
C 6.7812 -1.2477 -0.4061
C 6.9961 0.2520 -0.5629
N 7.2569 -2.0070 -1.6195
H 5.5914 -2.8826 2.1044
H 5.1494 -1.5587 3.2632
H 6.6091 -1.5282 2.2873
H 5.1680 -2.7712 -0.1543
H 4.5552 -1.2668 -0.6702
H 7.5157 -1.5334 0.3470
H 6.1418 0.5856 -1.1518
H 7.9655 0.5753 -0.9422
H 6.8764 0.7363 0.4063
H 8.2064 -1.6947 -1.7641
H 6.8237 -1.6192 -2.4454
C 2.0224 2.8987 -4.6410
O 1.8003 3.4914 -3.3403
C 0.6684 4.3877 -3.3497
C 0.1281 4.6998 -1.9356
C -0.0177 3.3188 -1.0714
N -1.1848 5.3928 -2.0404
H 1.8937 3.5447 -5.5095
H 1.2930 2.0921 -4.7143
H 3.0393 2.5449 -4.8110
H 0.8739 5.3250 -3.8669
H -0.1866 4.0303 -3.9237
H 0.6808 5.4524 -1.3733
H -0.3633 3.5013 -0.0539
H 0.8593 2.6715 -1.0779
H -0.8390 2.7140 -1.4560
H -1.6602 5.1332 -2.8928
H -0.9034 6.3089 -2.3594
C 2.7295 -0.0310 5.0618
O 2.3344 -0.9908 4.2350
H 2.3953 -0.1181 6.0957
H 3.8122 0.0258 4.9499
H 2.3168 0.8711 4.6102
H 2.2479 -0.7146 3.3196
C -2.2715 -4.5944 0.7958
O -1.8695 -4.7264 -0.5321
H -2.9010 -5.4257 1.1134
H -1.4379 -4.7617 1.4779
H -2.9620 -3.7812 1.0195
H -1.2964 -5.4966 -0.5425
O 1.1346 -3.4803 3.6646
H 1.7324 -3.7216 2.9570
H 1.4434 -2.6231 3.9578

2.
111
Properties=species:S:1:pos:R:3 method="wB97M-V/def2-TZVPD" total_charge=-1 e_lumo_ev=2.2 multiplicity=1
I 0.5662 -2.9038 -0.0996
C 0.3293 0.8836 -3.5492
C -0.3035 -0.4497 -3.1049
O 0.4338 -1.5472 -3.7144
O -0.5427 1.8982 -3.0612
H 0.3605 0.9364 -4.6566
H 1.3020 1.0287 -3.0727
H -1.3445 -0.4367 -3.3003
H -0.2101 -0.4321 -2.0256
H -0.1087 -2.3505 -3.6251
H -0.2305 2.1056 -2.1851
C -0.5625 2.1345 0.5060
C -1.7214 1.0632 0.3334
O -1.3595 -0.0626 1.0965
O 0.4724 1.9436 -0.4786
H -0.1422 1.9986 1.4591
H -0.9192 3.1719 0.4564
H -1.9094 0.8644 -0.7548
H -2.6286 1.5158 0.7749
H -0.6374 -0.5852 0.6970
H 1.1497 1.3650 -0.0961
C -4.0354 -2.5781 -0.5950
C -3.4698 -1.6036 -1.6031
O -3.2051 -2.4052 -2.7590
O -3.3767 -2.5789 0.7052
H -3.7540 -3.5870 -0.8797
H -5.1313 -2.4653 -0.5129
H -2.5664 -1.0477 -1.3319
H -4.1764 -0.8538 -1.9488
H -2.5543 -3.1008 -2.6820
H -3.0602 -1.6858 0.9195
C 2.9762 0.5325 2.3482
C 3.3097 -0.3332 1.1310
O 2.5190 0.0988 0.0085
O 3.2210 1.9096 2.0770
H 3.6885 0.2619 3.1110
H 2.0005 0.3201 2.7297
H 3.1382 -1.3870 1.4946
H 4.3733 -0.0792 0.9426
H 2.1047 -0.5731 -0.5472
H 2.6175 2.1457 1.3833
C 4.2099 -1.3535 -3.5787
C 3.3705 -1.4794 -4.8399
O 3.0101 -2.8357 -5.1484
O 3.3492 -1.6437 -2.4680
H 4.6160 -0.3625 -3.4937
H 5.0286 -2.0354 -3.5641
H 3.8864 -1.0744 -5.6766
H 2.4057 -0.8987 -4.7548
H 2.3327 -3.0688 -4.5379
H 2.4134 -1.6369 -2.7353
C 0.8887 4.8181 -4.8096
C 0.0774 6.0322 -4.4350
O -0.6309 6.6160 -5.4801
O 0.1794 3.8249 -5.4173
H 1.4841 4.3745 -3.9453
H 1.7181 5.0823 -5.5058
H 0.7064 6.8122 -4.0807
H -0.6217 5.6930 -3.6773
H -1.0531 6.0280 -6.1116
H -0.3753 3.3569 -4.7626
C -1.9920 -5.5881 -2.3660
C -1.5775 -6.1511 -1.0603
O -0.3338 -6.8125 -1.1625
O -1.2698 -4.3684 -2.5925
H -3.0860 -5.3484 -2.4523
H -1.7646 -6.3172 -3.1366
H -2.3584 -6.8521 -0.7918
H -1.4808 -5.4692 -0.1925
H 0.2850 -6.5166 -0.4972
H -0.7620 -4.0638 -1.8283
C -2.7538 -4.7917 3.6022
C -2.0173 -3.5150 4.0815
O -2.8424 -2.7847 5.0063
O -4.0670 -4.4619 3.1801
H -2.8740 -5.5176 4.4064
H -2.1290 -5.2346 2.7362
H -1.8325 -2.8310 3.2031
H -1.0533 -3.5987 4.5986
H -3.5842 -3.3631 5.2485
H -4.0427 -3.8405 2.4985
C 1.7980 4.1367 4.8484
C 0.4280 3.9562 4.2749
O -0.5815 3.8183 5.2793
O 2.4684 2.9411 4.8715
H 1.6838 4.4784 5.9160
H 2.4231 5.0084 4.4194
H 0.4160 3.0651 3.6220
H 0.1939 4.7954 3.6786
H -0.2250 3.1622 5.8746
H 2.8714 2.7189 4.0040
C -3.8311 1.4517 5.7349
C -4.5521 0.1109 5.3979
O -4.4759 -0.7699 6.6432
O -4.2056 1.8640 6.9832
H -4.1701 2.3030 5.1451
H -2.7331 1.4234 5.6153
H -4.0497 -0.3859 4.5437
H -5.5491 0.2879 5.1870
H -3.6475 -1.2899 6.5768
H -4.3565 1.0770 7.5134
C 4.9233 1.8603 -2.0729
C 5.3783 2.8897 -1.1027
O 4.7281 4.1006 -1.3102
O 3.5766 1.5683 -1.8497
H 5.4894 0.9213 -1.9900
H 5.1559 2.2119 -3.0677
H 6.4740 3.0538 -1.1009
H 5.0688 2.6033 -0.0760
H 3.8133 3.8174 -1.4722
H 3.4147 0.8658 -1.1352

3.
116
Properties=species:S:1:pos:R:3 method="wB97M-V/def2-TZVPD" smiles="NC(N)=O.NC(N)=O.OCCO.OCCO.OCCO.OCCO.OCCO.OCCO.OCCO.OCCO.OCCO.OCCO" de_lowest_kj_mol=260.35 e_lumo_ev=0.1 multiplicity=1
N 9.0562 3.2288 23.7171
C 10.3343 3.3854 23.7391
N 10.9716 2.3805 24.2207
O 10.9047 4.4167 23.4575
H 8.5754 2.5079 24.2359
H 8.6101 4.0690 23.3776
H 10.4429 1.5324 24.3672
H 11.9792 2.4072 24.1566
N 8.4899 4.0320 27.6450
C 7.3303 3.7540 28.0990
N 6.6911 3.0175 27.2453
O 6.9841 3.9892 29.1988
H 8.9225 3.2874 27.1173
H 9.0612 4.5489 28.2981
H 5.7334 2.7649 27.4431
H 7.1635 2.7455 26.3950
O 7.1358 -0.2527 23.6566
C 7.7404 -0.4085 22.4415
C 7.9713 -1.9197 22.0414
O 6.6417 -2.4296 21.9474
H 6.3089 -0.7398 23.6793
H 7.2012 0.0860 21.6336
H 8.6824 0.1132 22.6109
H 8.5937 -2.4403 22.7692
H 8.4626 -2.0123 21.0728
H 6.5414 -3.3786 22.0511
O 13.9475 1.8531 24.4021
C 14.0128 2.4374 23.1316
C 15.4506 2.4312 22.5784
O 15.9426 1.1366 22.4288
H 14.5841 2.2804 24.9798
H 13.3151 1.8953 22.4933
H 13.6871 3.4592 23.3264
H 16.2040 2.8371 23.2536
H 15.5188 2.9653 21.6307
H 15.3952 0.5384 21.9149
O 9.7207 7.9635 23.9066
C 10.9706 7.5905 24.4407
C 10.7972 6.6065 25.5972
O 10.5214 7.2333 26.9003
H 9.2702 7.1338 23.7332
H 11.4849 7.1485 23.5874
H 11.5213 8.4779 24.7528
H 11.6643 5.9461 25.5939
H 9.9598 5.9589 25.3374
H 9.8651 7.9314 26.8416
O 14.4911 5.2344 26.6637
C 13.5700 4.1475 26.5724
C 14.0377 3.0896 27.5088
O 15.3515 2.5516 27.3044
H 14.9383 5.2790 25.8154
H 12.6331 4.6157 26.8741
H 13.5341 3.9780 25.4962
H 13.3637 2.2404 27.3967
H 14.0906 3.5979 28.4716
H 16.0284 3.1183 27.6816
O 4.4999 3.4986 23.4853
C 5.3851 2.6619 22.6804
C 5.6309 3.2536 21.3022
O 6.3763 4.4058 21.4889
H 3.7870 3.7534 22.8949
H 6.3136 2.4339 23.2040
H 4.9566 1.6694 22.5414
H 4.6990 3.3916 20.7539
H 6.1567 2.5747 20.6308
H 7.0056 4.4209 20.7641
O 15.6465 -2.6393 25.8800
C 15.4094 -1.5732 24.9868
C 14.0068 -1.6467 24.3538
O 13.1431 -0.6355 24.7675
H 15.3617 -2.4660 26.7803
H 15.7550 -0.5992 25.3332
H 16.1389 -1.9737 24.2828
H 13.4983 -2.6107 24.3669
H 14.1314 -1.6093 23.2715
H 13.5672 0.1948 24.5387
O 7.7297 5.6013 19.3067
C 8.0490 6.7572 20.0379
C 9.1436 6.4893 21.0743
O 8.5387 6.0653 22.3421
H 7.3586 6.0346 18.5346
H 8.5239 7.4615 19.3549
H 7.0945 7.1295 20.4101
H 9.7590 7.3732 21.2417
H 9.8054 5.7652 20.5990
H 7.7151 5.6505 22.0753
O 4.7518 6.5304 26.9056
C 6.0256 6.5245 26.5297
C 6.0861 5.7102 25.1564
O 5.4151 6.2845 24.0367
H 4.3275 6.2295 26.0987
H 6.3489 7.5582 26.4070
H 6.7012 6.0142 27.2162
H 5.4384 4.8616 25.3767
H 7.0606 5.2812 24.9233
H 5.1562 5.4796 23.5821
O 12.0906 4.4940 20.7893
C 13.0350 5.4674 20.3843
C 13.0280 5.5959 18.7792
O 13.4461 4.3250 18.3626
H 11.9548 4.5990 21.7339
H 12.6659 6.4170 20.7717
H 13.9980 5.3300 20.8762
H 13.6910 6.3736 18.4000
H 12.0578 5.8969 18.3842
H 12.6828 3.7427 18.3616
O 10.5391 -0.4875 24.4747
C 9.6570 -0.7792 25.5578
C 9.2347 0.4634 26.3616
O 8.3105 1.2567 25.6202
H 11.4559 -0.4910 24.7593
H 8.8821 -1.3658 25.0642
H 10.0427 -1.6379 26.1073
H 10.1383 1.0335 26.5775
H 8.7621 0.0224 27.2392
H 7.9097 0.7183 24.9339

4.
102
Properties=species:S:1:pos:R:3 method="wB97M-V/def2-TZVPD" smiles=CC(C)O.CC(C)O.CC(C)O.CC(C)O.CC(C)O.CO.CO.CO.CO.CO.CO.CO de_lowest_kj_mol=387.35 e_lumo_ev=0.3 multiplicity=1
C -0.8154 -3.8943 -4.3660
C -1.4471 -2.6476 -4.9031
C -0.7794 -1.3410 -4.4083
O -1.4583 -2.6295 -6.2661
H -1.3797 -4.7573 -4.7194
H -0.5914 -3.9095 -3.2994
H 0.1426 -3.9403 -4.8839
H -2.4516 -2.4998 -4.5066
H -0.8911 -1.2480 -3.3281
H -1.1349 -0.4960 -4.9981
H 0.2675 -1.4017 -4.7059
H -1.8977 -3.4421 -6.5275
C -1.9498 -1.0664 3.4565
C -3.3385 -0.7865 2.8599
C -4.4225 -1.2373 3.9019
O -3.5059 0.5991 2.7250
H -1.9325 -2.1440 3.6195
H -1.7767 -0.6237 4.4374
H -1.0919 -0.8387 2.8238
H -3.4669 -1.3272 1.9222
H -5.4185 -1.2097 3.4601
H -4.3117 -0.9036 4.9336
H -4.3882 -2.3123 4.0791
H -2.7999 1.1126 3.1243
C 3.8281 -1.2350 0.5149
C 4.2485 -0.1231 1.5740
C 5.4798 -0.4222 2.4562
O 4.5784 1.0247 0.8097
H 2.8584 -0.9503 0.1067
H 3.5869 -2.1552 1.0472
H 4.5549 -1.4313 -0.2734
H 3.4513 0.1872 2.2496
H 5.2104 -1.2722 3.0832
H 5.7763 0.3921 3.1173
H 6.2540 -0.8297 1.8061
H 3.7793 1.2757 0.3406
C -1.2163 -6.1753 0.3819
C -1.1220 -4.6648 0.4877
C 0.2040 -4.1144 0.9775
O -1.1304 -4.1775 -0.8180
H -0.6643 -6.6263 -0.4427
H -2.2760 -6.4075 0.2760
H -1.0080 -6.7541 1.2817
H -1.9743 -4.2068 0.9896
H 1.0110 -4.3360 0.2791
H 0.3535 -4.6401 1.9206
H 0.2579 -3.0589 1.2440
H -2.0164 -4.3148 -1.1611
C -1.9516 2.0937 -0.3485
C -0.9583 1.1560 0.4189
C -0.4518 -0.0578 -0.3100
O 0.1839 1.7276 0.9281
H -2.1896 2.8856 0.3617
H -2.8734 1.6500 -0.7244
H -1.4073 2.5462 -1.1774
H -1.5079 0.7699 1.2774
H 0.2169 -0.5458 0.3991
H 0.0876 0.0797 -1.2471
H -1.2206 -0.7416 -0.6698
H 0.5935 2.0783 0.1338
C 2.2524 -3.3281 -2.2945
O 1.2597 -2.3207 -1.7810
H 3.0915 -3.4877 -1.6173
H 1.8244 -4.3183 -2.4509
H 2.6100 -2.9950 -3.2688
H 0.4946 -2.8326 -1.5087
C -4.9964 4.3791 -2.2014
O -4.8094 3.0136 -2.2721
H -5.2214 4.7125 -3.2145
H -5.8233 4.5656 -1.5161
H -4.2413 5.0724 -1.8308
H -4.7057 2.6773 -1.3789
C -0.5999 1.7844 5.0507
O -1.3098 2.0347 3.9082
H -0.0165 2.6599 5.3357
H -1.2156 1.5930 5.9296
H 0.0188 0.8959 4.9247
H -0.8093 2.0749 3.0900
C 3.6409 -0.1005 -3.5976
O 2.6137 0.2015 -2.6345
H 4.5576 0.4392 -3.3599
H 3.7390 -1.1819 -3.6921
H 3.3287 0.3870 -4.5212
H 2.0716 -0.5897 -2.6763
C 1.9811 3.1516 -1.6075
O 2.7158 2.2282 -0.9105
H 1.7779 4.1541 -1.2311
H 2.2792 3.1070 -2.6550
H 0.9930 2.6921 -1.5835
H 2.8559 1.4419 -1.4431
C -0.6429 6.4828 0.8540
O -1.2464 5.4700 1.5750
H -1.3154 6.9092 0.1096
H -0.2814 7.2900 1.4911
H 0.3004 6.1223 0.4437
H -2.1906 5.4900 1.4028
C 2.5894 3.9467 2.6113
O 1.3553 4.6719 2.9783
H 3.2590 3.6379 3.4140
H 2.2820 3.0524 2.0692
H 3.1835 4.6128 1.9856
H 0.6425 4.5213 2.3532

Results for E_HOMO: -9.06, -6.03, -9.06, -9.42 (in eV, following the order of the records).